Entry 1:
Formula: H4NO2PS
Source: the OMol25 dataset
Level of theory: the ωB97M-V functional and the def2-TZVPD basis

Calculated values
LUMO energy   0.7 eV
SMILES string   OP(O)NS
Energy relative to the best compared isomer or geometry (same formula, charge and spin)   1.862 eV
Max |F|   3.405 eV Å⁻¹
E_tot   -947.199811 a.u.
Total charge   0

Each line ends with the natural charge from an NBO analysis.
Element x y z (Å)
O -1.287 -1.451 -0.373  -0.998
P -0.631 -0.274 0.535  1.443
O -1.693 0.958 0.189  -0.967
N 0.751 0.094 -0.377  -1.172
S 2.312 0.114 0.205  0.207
H -0.798 -2.356 -0.152  0.509
H -1.913 1.305 1.019  0.489
H 0.759 0.199 -1.456  0.410
H 2.501 1.411 0.411  0.079

Entry 2:
Formula: C12H14N3O4S4SbW
Source: the OMol25 dataset
Level of theory: the ωB97M-V functional and the def2-TZVPD basis

Calculated values
LUMO energy (spin up / spin down)   -6.5 / -6.6 eV
Energy relative to the best compared isomer or geometry (same formula, charge and spin)   6.634 eV
Max |F|   4.823 eV Å⁻¹
E_tot   -2830.566648 a.u.
Multiplicity   2
Total charge   +1

Each line ends with the Löwdin spin population.
Element x y z (Å)
W -2.998 -7.172 9.612  0.145
N -5.455 -5.146 12.835  0.006
C -4.750 -6.044 12.113  0.025
S -2.929 -5.829 12.000  0.120
N -5.359 -7.032 11.486  0.048
N -4.388 -7.850 10.898  0.140
C -4.035 -8.914 11.684  0.023
C -4.412 -10.243 11.359  0.000
C -5.500 -10.626 10.558  0.002
C -6.089 -11.869 10.719  -0.005
C -5.616 -12.733 11.714  0.000
C -4.511 -12.428 12.441  -0.004
C -3.738 -11.201 12.263  -0.001
O -2.558 -10.980 12.576  -0.005
H -4.964 -4.280 13.067  0.000
H -6.453 -5.345 13.028  0.001
H -3.584 -8.740 12.657  0.004
H -5.922 -9.997 9.728  0.000
H -7.026 -12.020 10.180  0.000
H -6.118 -13.719 11.867  0.000
H -4.254 -13.065 13.302  0.000
C -9.019 -11.190 6.766  0.000
C -9.403 -12.506 7.409  0.000
C -8.506 -13.667 7.587  0.000
O -10.561 -12.524 8.011  0.000
C -5.398 -10.454 5.726  -0.002
O -6.039 -9.630 5.100  -0.002
O -5.155 -11.407 6.378  0.000
H -9.981 -10.606 6.843  0.000
H -8.705 -11.119 5.672  0.000
H -8.132 -10.777 7.280  0.000
H -9.044 -14.366 8.220  0.000
H -7.506 -13.342 7.900  0.000
H -8.272 -14.287 6.672  0.000
H -11.143 -12.905 7.346  0.000
S -1.510 -5.351 9.485  0.588
Sb -2.934 -6.566 6.990  -0.249
S -4.802 -6.342 8.361  0.033
S -1.607 -8.700 8.598  0.133

Entry 3:
Formula: C46H48DyN3P
Source: the OMol25 dataset
Level of theory: the ωB97M-V functional and the def2-TZVPD basis

Calculated values
LUMO energy (spin up / spin down)   2.5 / 2.5 eV
Energy relative to the best compared isomer or geometry (same formula, charge and spin)   0.389 eV
Max |F|   4.336 eV Å⁻¹
E_tot   -3172.197186 a.u.
Multiplicity   6
Total charge   -1

Each line ends with the Löwdin spin population.
Element x y z (Å)
Dy -0.394 0.584 0.275  4.477
N 3.751 2.993 1.010  0.051
N -0.743 2.319 -1.402  -0.026
C -2.331 0.021 2.006  -0.032
C -1.675 1.254 2.371  -0.023
C -0.422 0.906 2.976  -0.013
C 0.578 1.794 3.598  0.060
H 0.181 2.793 3.804  0.000
H 1.462 1.937 2.878  0.027
H 0.994 1.354 4.515  0.002
C -0.304 -0.510 2.973  -0.005
C 0.751 -1.255 3.694  0.000
H 0.578 -1.242 4.785  0.000
H 1.742 -0.820 3.508  0.000
H 0.781 -2.304 3.378  0.000
C -1.462 -1.056 2.356  -0.019
C -1.714 -2.512 2.194  -0.002
H -0.809 -3.027 1.836  0.000
H -2.513 -2.692 1.465  -0.001
H -2.004 -2.999 3.141  0.000
C -2.258 2.621 2.300  0.000
H -2.737 2.905 3.253  0.001
H -3.026 2.687 1.516  0.000
H -1.491 3.378 2.079  -0.001
C -3.704 -0.106 1.446  -0.001
H -3.785 -0.987 0.791  -0.001
H -3.975 0.775 0.848  0.000
H -4.470 -0.213 2.235  0.000
C 4.909 3.034 0.374  0.008
H 5.812 3.177 0.980  0.000
C 5.036 2.908 -1.043  0.006
H 6.047 2.997 -1.461  0.001
C 3.876 2.675 -1.801  0.007
H 3.952 2.584 -2.902  0.001
C 2.636 2.530 -1.136  0.015
H 1.700 2.445 -1.675  -0.001
C 2.665 2.569 0.302  0.085
C 1.718 2.100 1.287  0.530
H 0.848 2.812 1.069  0.018
C -1.762 1.509 -1.473  -0.046
C -1.052 3.641 -1.756  -0.001
H -0.318 4.437 -1.629  0.000
C -2.285 3.554 -2.328  -0.002
H -2.828 4.308 -2.869  -0.001
N -2.722 2.231 -2.138  -0.003
C -3.993 1.709 -2.100  -0.001
C -5.027 2.506 -1.600  0.000
C -6.281 1.886 -1.541  -0.001
H -7.158 2.474 -1.270  0.000
C -6.413 0.535 -1.859  0.000
C -7.768 -0.067 -1.949  0.000
H -7.720 -1.132 -1.714  0.000
H -8.154 0.037 -2.970  0.000
H -8.455 0.438 -1.269  0.000
C -5.307 -0.262 -2.191  -0.001
H -5.439 -1.317 -2.431  0.000
C -4.044 0.316 -2.282  -0.001
C -2.820 -0.514 -2.538  -0.007
H -1.958 0.088 -2.892  -0.001
H -3.027 -1.258 -3.316  0.000
H -2.490 -1.099 -1.653  -0.009
C -4.815 3.889 -1.059  0.000
H -4.439 4.586 -1.817  0.000
H -4.125 3.928 -0.197  0.000
H -5.769 4.298 -0.700  0.000
C 1.933 -6.226 -1.008  0.000
C 0.705 -5.612 -0.740  0.000
C 0.640 -4.254 -0.417  0.000
C 1.826 -3.491 -0.332  -0.006
C 3.054 -4.116 -0.607  -0.002
C 3.116 -5.484 -0.897  0.000
P 1.726 -1.692 0.051  -0.056
C 3.054 -1.579 1.361  -0.006
C 3.633 -0.329 1.665  -0.002
C 4.597 -0.191 2.657  0.000
C 4.964 -1.290 3.442  -0.003
C 4.387 -2.534 3.179  0.000
C 3.470 -2.685 2.137  -0.003
C 2.557 -1.032 -1.475  -0.003
C 3.946 -0.883 -1.415  0.000
C 4.680 -0.446 -2.518  -0.001
C 4.030 -0.181 -3.723  0.000
C 2.640 -0.358 -3.814  -0.001
C 1.893 -0.763 -2.697  -0.006
H 1.971 -7.275 -1.309  0.000
H -0.215 -6.199 -0.792  0.000
H -0.325 -3.772 -0.244  0.000
H 3.982 -3.539 -0.591  0.000
H 4.084 -5.964 -1.043  0.000
H 3.324 0.555 1.108  0.001
H 5.071 0.780 2.822  0.000
H 5.690 -1.174 4.247  0.000
H 4.661 -3.399 3.787  0.000
H 3.085 -3.684 1.924  0.000
H 4.470 -1.125 -0.489  0.000
H 5.761 -0.315 -2.412  0.000
H 4.615 0.162 -4.585  0.000
H 2.143 -0.179 -4.771  0.000
H 0.803 -0.876 -2.778  -0.005

Entry 4:
Formula: C25H67BO17P4Tl
Source: the OMol25 dataset
Level of theory: the ωB97M-V functional and the def2-TZVPD basis

Calculated values
LUMO energy   -7.7 eV
Energy relative to the best compared isomer or geometry (same formula, charge and spin)   1.674 eV
Max |F|   2.370 eV Å⁻¹
E_tot   -3834.493692 a.u.
Total charge   +1

Each line ends with the Löwdin charge.
Element x y z (Å)
Tl 0.599 1.066 -0.519  1.316
C 4.667 0.841 0.652  -0.188
O 3.335 1.041 0.455  -0.168
H 5.261 1.366 -0.098  0.069
H 5.008 1.193 1.641  0.133
H 4.829 -0.247 0.701  0.094
B -1.350 1.105 -2.726  -0.370
H -2.129 0.949 -1.899  -0.058
H -0.738 2.075 -2.534  -0.056
H -0.643 0.181 -2.776  -0.018
H -1.841 1.114 -3.773  0.040
C 3.798 -3.493 2.831  -0.060
C 2.959 -2.289 2.552  -0.259
O 1.651 -2.781 2.207  -0.202
P 0.395 -1.831 2.523  0.471
O 0.230 -0.583 1.753  -0.291
O -0.857 -2.853 2.442  -0.173
C -0.673 -4.168 3.029  -0.247
C -1.748 -5.084 2.490  -0.065
O 0.542 -1.575 4.112  -0.191
C -0.445 -0.685 4.672  -0.251
C -0.627 -0.951 6.178  -0.038
H 4.855 -3.227 2.924  0.084
H 3.615 -3.924 3.818  0.087
H 3.702 -4.277 2.082  0.080
H 2.981 -1.546 3.352  0.124
H 3.291 -1.707 1.684  0.102
H 0.253 -4.657 2.731  0.108
H -0.752 -4.083 4.111  0.119
H -1.814 -5.954 3.145  0.085
H -2.691 -4.574 2.294  0.082
H -1.495 -5.514 1.517  0.067
H -0.190 0.326 4.351  0.112
H -1.389 -0.875 4.157  0.083
H -0.484 -2.025 6.304  0.078
H 0.001 -0.384 6.861  0.075
H -1.652 -0.751 6.493  0.066
C -4.596 2.411 -0.183  -0.069
C -4.169 3.609 0.695  -0.201
O -3.814 3.091 2.001  -0.204
P -2.452 2.288 2.296  0.472
O -1.678 1.808 1.132  -0.279
O -1.613 3.346 3.169  -0.168
C -2.277 3.967 4.278  -0.251
C -1.846 3.293 5.585  -0.070
O -2.907 1.166 3.363  -0.171
C -4.172 0.556 3.290  -0.274
C -4.328 -0.535 4.338  -0.057
H -3.792 1.969 -0.772  0.046
H -5.125 1.639 0.370  0.068
H -5.265 2.844 -0.932  0.083
H -3.411 4.223 0.213  0.123
H -5.071 4.195 0.854  0.117
H -2.068 5.033 4.312  0.123
H -3.358 3.831 4.285  0.109
H -0.891 2.781 5.454  0.073
H -1.765 3.968 6.438  0.077
H -2.497 2.483 5.922  0.066
H -4.948 1.300 3.492  0.123
H -4.354 0.110 2.308  0.101
H -5.341 -0.927 4.412  0.085
H -3.739 -1.422 4.088  0.070
H -3.992 -0.192 5.317  0.075
C 5.442 1.817 -6.385  -0.062
C 5.103 2.710 -5.206  -0.270
O 4.185 2.004 -4.356  -0.173
P 3.156 2.836 -3.443  0.445
O 2.277 2.031 -2.585  -0.313
O 2.318 3.691 -4.523  -0.184
C 0.905 3.437 -4.686  -0.251
C 0.430 4.537 -5.614  -0.067
O 3.992 3.987 -2.734  -0.168
C 5.108 3.770 -1.877  -0.276
C 5.911 5.037 -1.870  -0.062
H 6.084 0.984 -6.094  0.080
H 4.598 1.268 -6.803  0.083
H 5.830 2.524 -7.118  0.085
H 5.983 3.083 -4.678  0.115
H 4.616 3.602 -5.611  0.115
H 0.711 2.452 -5.111  0.128
H 0.409 3.487 -3.718  0.089
H 0.830 4.384 -6.617  0.079
H -0.660 4.583 -5.617  0.081
H 0.762 5.538 -5.335  0.080
H 4.737 3.542 -0.873  0.112
H 5.684 2.916 -2.241  0.117
H 6.713 5.035 -1.129  0.085
H 6.521 5.065 -2.779  0.077
H 5.327 5.953 -1.848  0.089
C -4.021 -1.136 -0.267  -0.068
C -3.748 -2.214 -1.334  -0.249
O -2.728 -3.093 -0.877  -0.168
P -1.202 -2.767 -1.225  0.429
O -0.676 -1.480 -0.745  -0.291
O -1.114 -2.941 -2.799  -0.180
C -1.708 -4.114 -3.406  -0.229
C -1.864 -3.784 -4.900  -0.061
O -0.420 -4.046 -0.689  -0.185
C 0.994 -4.165 -0.790  -0.252
C 1.331 -5.623 -0.494  -0.055
H -3.152 -0.492 -0.129  0.058
H -4.864 -0.517 -0.571  0.076
H -4.234 -1.628 0.685  0.075
H -4.637 -2.796 -1.572  0.124
H -3.544 -1.623 -2.232  0.123
H -1.069 -4.974 -3.215  0.117
H -2.695 -4.328 -2.997  0.113
H -2.112 -4.736 -5.375  0.078
H -2.636 -3.091 -5.237  0.076
H -0.961 -3.354 -5.333  0.078
H 1.409 -3.973 -1.784  0.125
H 1.379 -3.410 -0.103  0.100
H 1.097 -5.915 0.531  0.069
H 0.825 -6.275 -1.204  0.081
H 2.397 -5.850 -0.552  0.080